Entry 1:
Formula: C3H12N3
Source: the OMol25 dataset
Level of theory: ωB97M-V/def2-TZVPD

```
! RIJCOSX wB97M-V def2-TZVPD def2/J DEFGRID3
* xyz 1 1
N 3.157 0.521 0.505
N -0.277 1.625 -0.423
N -2.720 -2.399 0.095
C -1.702 -1.424 -0.229
C 1.211 1.614 -0.357
C 1.814 0.729 0.437
H -2.128 -0.445 0.045
H -0.600 1.807 -1.377
H -2.518 -3.289 -0.343
H 1.240 0.077 1.085
H 3.748 1.236 0.110
H -0.685 2.326 0.208
H 1.662 2.320 -1.033
H -1.520 -1.431 -1.303
H 3.499 0.108 1.357
H -0.661 0.711 -0.150
H -2.784 -2.543 1.094
H -0.735 -1.544 0.279
*
```

The HOMO energy comes out at -12.5965 eV. As for the total energy: -7768.5313 eV. The energy above the lowest of the compared OMol25 structures with the same formula, charge and spin comes out at 202.55 kJ/mol.

Atom charges from the Mulliken analysis, given in e for atoms 1 to 4: -0.4241 -0.1573 -0.5586 -0.7614



Entry 2:
Formula: C3H12N3O
Source: the OMol25 dataset
Level of theory: ωB97M-V/def2-TZVPD

```
! RIJCOSX wB97M-V def2-TZVPD def2/J DEFGRID3
* xyz 0 2
O -1.454 0.746 -2.161
N -0.638 -0.436 0.949
N 0.726 1.423 0.426
N 1.559 0.068 2.155
C -0.609 -1.775 1.496
C -0.194 0.588 -2.911
C 0.489 0.296 1.290
H -1.291 -0.225 0.198
H -2.242 0.541 -2.619
H 0.099 1.615 -0.438
H -0.327 -0.402 -3.454
H 1.410 -0.476 2.975
H 1.467 2.060 0.683
H -0.293 -1.910 2.624
H 2.269 0.886 2.249
H 0.170 -2.385 0.942
H -0.166 1.392 -3.604
H 0.574 0.333 -2.199
H -1.549 -2.338 1.398
*
```

The HOMO energy (spin up / spin down) comes out at -3.3628 / -8.3655 eV. As for the total energy: -9819.3691 eV. The energy above the lowest of the compared OMol25 structures with the same formula, charge and spin comes out at 192.75 kJ/mol.

Atom charges from the Mulliken analysis, given in e for atoms 1 to 4: -0.5441 -0.1967 -0.4060 -0.5143



Entry 3:
Formula: C3H12N3O
Source: the OMol25 dataset
Level of theory: ωB97M-V/def2-TZVPD

```
! RIJCOSX wB97M-V def2-TZVPD def2/J DEFGRID3
* xyz 1 1
O -1.871 0.309 1.181
N -0.258 -2.451 0.920
N 1.614 -1.369 0.092
N -0.117 -1.741 -1.248
C -0.023 2.868 -0.461
C 0.622 1.910 -1.118
C 0.430 -1.828 -0.087
H -0.815 2.578 0.220
H -2.675 -0.024 0.751
H -0.022 0.424 1.111
H 0.162 -3.374 1.081
H -0.035 3.906 -0.781
H 0.078 0.994 -1.347
H -0.379 0.869 0.892
H -1.505 -0.511 1.612
H 2.211 -1.008 -0.650
H 1.896 -1.284 1.083
H -0.699 -2.552 -1.454
H 1.385 2.285 -1.798
*
```

The HOMO energy comes out at -13.0368 eV. As for the total energy: -9807.0056 eV. The energy above the lowest of the compared OMol25 structures with the same formula, charge and spin comes out at 1139.25 kJ/mol.

Atom charges from the Mulliken analysis, given in e for atoms 1 to 4: -0.6336 -0.3810 -0.2250 -0.3419



Entry 4:
Formula: C3H12N3O
Source: the OMol25 dataset
Level of theory: ωB97M-V/def2-TZVPD

```
! RIJCOSX wB97M-V def2-TZVPD def2/J DEFGRID3
* xyz 1 1
O -1.147 -1.279 1.985
N 1.037 0.666 -1.872
N -0.481 -0.628 -0.692
N 1.186 0.445 0.425
C 0.561 0.202 -0.713
C 1.886 1.840 -1.984
C -2.548 -1.053 2.345
H 0.812 0.357 1.358
H -2.805 -0.065 1.964
H 1.999 1.038 0.395
H -0.800 -0.860 0.251
H -1.164 -0.632 -1.447
H 0.473 0.436 -2.675
H -2.638 -0.966 3.431
H 2.265 1.914 -2.991
H -3.172 -1.803 1.857
H -0.870 -2.067 2.467
H 2.736 1.838 -1.304
H 1.361 2.774 -1.771
*
```

The HOMO energy comes out at -14.5454 eV. As for the total energy: -9817.9641 eV. The energy above the lowest of the compared OMol25 structures with the same formula, charge and spin comes out at 81.92 kJ/mol.

Atom charges from the Mulliken analysis, given in e for atoms 1 to 4: -0.5930 -0.1806 -0.3161 -0.3138



Entry 5:
Formula: C3H12N3O
Source: the OMol25 dataset
Level of theory: ωB97M-V/def2-TZVPD

```
! RIJCOSX wB97M-V def2-TZVPD def2/J DEFGRID3
* xyz 1 1
O 2.285 -1.646 0.335
N 2.217 0.674 0.804
N 0.243 -0.351 -0.156
N -1.485 0.690 -1.585
C -2.360 0.052 0.472
C 1.863 -0.391 -0.039
C -1.091 0.618 -0.320
H -2.183 0.027 -1.717
H -0.823 0.889 -2.286
H 0.069 -0.995 -0.876
H -0.686 1.622 0.047
H -3.245 0.608 0.302
H 2.221 0.626 1.803
H -2.118 0.037 1.589
H -0.030 -0.747 0.787
H 2.207 -0.321 -1.031
H 2.447 -1.705 1.306
H 2.935 1.336 0.510
H -2.467 -1.023 0.055
*
```

The SMILES is C[C@H](N)[NH2+][C@@H](N)O. The HOMO energy comes out at -14.2569 eV. As for the total energy: -9815.5338 eV. The energy above the lowest of the compared OMol25 structures with the same formula, charge and spin comes out at 316.41 kJ/mol.

Atom charges from the Mulliken analysis, given in e for atoms 1 to 4: -0.4646 -0.4715 -0.2748 -0.4075



Entry 6:
Formula: C3H12N3O
Source: the OMol25 dataset
Level of theory: ωB97M-V/def2-TZVPD

```
! RIJCOSX wB97M-V def2-TZVPD def2/J DEFGRID3
* xyz 1 3
O -2.482 1.176 -0.430
N -0.150 1.306 -0.226
N 2.403 0.695 0.099
N -1.377 -0.604 0.295
C 2.750 -0.691 -0.269
C -1.261 0.625 -0.134
C -2.600 -1.328 0.355
H 1.011 1.112 -0.039
H -3.465 -0.602 0.537
H 3.779 -0.950 -0.411
H -2.762 -1.805 -0.545
H 2.214 -1.012 -1.074
H -0.217 2.257 -0.433
H -2.543 -2.065 1.160
H -0.714 -1.010 0.924
H 3.003 1.151 -0.601
H -2.295 2.006 -0.778
H 2.216 -1.368 0.488
H 2.492 1.104 1.084
*
```

The HOMO energy (spin up / spin down) comes out at -8.6605 / -14.5659 eV. As for the total energy: -9810.8115 eV. The energy above the lowest of the compared OMol25 structures with the same formula, charge and spin comes out at 129.66 kJ/mol.

Atom charges from the Mulliken analysis, given in e for atoms 1 to 4: -0.4849 -0.2953 -0.6233 -0.0410



Q: energy above the lowest of the compared OMol25 structures with the same formula, charge and spin of number 5 (C3H12N3O)?
A: 316.41 kJ/mol



Q: total energy of number 3 (C3H12N3O)?
A: -9807.0056 eV